Entry 1:
ORCA calculation (ωB97M-V/def2-TZVPD) on C3H3N3 in the gas phase.

ORCA input file:
```
! wB97M-V def2-TZVPD RIJCOSX def2/J DEFGRID3
* xyz 0 1
N -0.674 1.060 -1.083
N -1.113 1.470 0.086
N -0.917 0.744 1.163
C 0.665 -0.579 -0.007
C -0.073 -0.289 1.124
C 0.194 0.047 -1.144
H 1.503 -1.268 -0.013
H -0.049 -0.907 2.017
H 0.464 -0.279 -2.144
*
```

DFT total energy	-7627.568	eV
E_HOMO	-0.3670	hartree
SMILES	c1cnnnc1
energy relative to the best compared isomer or geometry (same formula, charge and spin)	191.2	kJ/mol
HOMO-LUMO gap	10.03	eV
E_LUMO	0.0429	eV

From a Löwdin analysis of the wavefunction, the atomic charges in e read:
1. N 0.0159
2. N -0.0366
3. N 0.0163
4. C -0.0479
5. C -0.1346
6. C -0.1352
7. H 0.1062
8. H 0.1080
9. H 0.1078

Entry 2:
ORCA calculation (ωB97M-V/def2-TZVPD) on C3H3N3 in the gas phase.

ORCA input file:
```
! wB97M-V def2-TZVPD RIJCOSX def2/J DEFGRID3
* xyz 0 1
N 2.658 -0.985 -0.001
N -0.261 0.869 -0.217
N -0.397 -0.634 -0.272
C 0.966 1.042 0.152
C -1.636 -0.702 0.127
C 1.858 -0.182 -0.049
H -2.335 0.194 0.332
H -2.196 -1.581 0.036
H 1.342 1.979 -0.107
*
```

DFT total energy	-7625.862	eV
E_HOMO	-0.4114	hartree
SMILES	C=N/N=C\C#N
energy relative to the best compared isomer or geometry (same formula, charge and spin)	355.8	kJ/mol
HOMO-LUMO gap	10.68	eV
E_LUMO	-0.5095	eV

From a Löwdin analysis of the wavefunction, the atomic charges in e read:
1. N 0.1419
2. N 0.0174
3. N -0.0086
4. C -0.1123
5. C -0.0273
6. C -0.2374
7. H 0.1037
8. H 0.0425
9. H 0.0801